Record 1
# CH4IN2

2 unconnected molecules or ions with the total composition CH4IN2 at a distorted geometry (wB97M-V/def2-TZVPD, the OMol25 dataset).

The geometry in XYZ format:
```
8
Properties=species:S:1:pos:R:3:forces:R:3
C 0.597 -0.090 -0.422 2.0670 -0.6204 0.2888
N 1.397 0.871 -0.086 1.3770 0.8930 0.6928
N -0.396 -0.810 -0.048 0.0925 2.7586 1.6906
I -3.574 -0.356 0.029 -0.5423 0.0734 0.0599
H 1.168 1.547 0.641 -0.6057 -0.0203 0.0973
H 2.468 0.958 -0.212 -2.4482 -0.9108 -0.7300
H -1.104 -0.528 0.706 0.9871 -0.6296 -1.1762
H -0.557 -1.592 -0.608 -0.9274 -1.5440 -0.9232
```
Forces are in eV/Å.

Output
**Net charge**: +1
**Strongest force on any atom**: 3.2 eV/A
**2S+1**: 3
**⟨S²⟩**: 2.007
**Total energy**: -12172.5655 eV
**Energy relative to the best compared isomer or geometry (same formula, charge and spin)**: 72.3 kJ/mol


Record 2
# CH4IN2O

2 unconnected molecules or ions with the total composition CH4IN2O at a distorted geometry (wB97M-V/def2-TZVPD, the OMol25 dataset).

The geometry in XYZ format:
```
9
Properties=species:S:1:pos:R:3:forces:R:3
I -1.079 2.914 -1.575 -0.0080 -0.1215 -0.0558
C 0.284 -0.731 0.511 0.3469 -0.2393 1.2748
O 0.589 -1.643 1.302 -0.0633 0.6242 -0.6281
N 0.235 0.584 0.873 -0.1199 -0.9756 -0.6209
N -0.022 -0.994 -0.791 0.2631 0.2427 0.7554
H -0.190 1.235 0.223 0.2081 0.5856 0.1900
H 0.651 0.843 1.742 -0.1244 0.1460 0.1575
H -0.341 -0.222 -1.362 -0.1859 -0.4828 -0.3653
H -0.126 -1.984 -0.924 -0.3165 0.2207 -0.7077
```
Forces are in eV/Å.

Output
**Net charge**: -1
**Strongest force on any atom**: 1.3 eV/A
**Total energy**: -14234.2915 eV
**Energy relative to the best compared isomer or geometry (same formula, charge and spin)**: 14.6 kJ/mol


Record 3
# CH4IN4P

2 unconnected molecules or ions with the total composition CH4IN4P at a distorted geometry (wB97M-V/def2-TZVPD, the OMol25 dataset).

The geometry in XYZ format:
```
11
Properties=species:S:1:pos:R:3:forces:R:3
C -1.078 1.929 -0.027 0.7528 -2.8768 -0.0405
N 0.442 0.414 0.008 1.7268 -0.1106 0.6588
N -0.689 -0.167 0.145 -2.8417 -0.1360 0.6984
N 0.296 1.684 -0.038 -1.3784 1.6783 -1.0176
N -1.723 0.752 0.144 1.0530 0.0915 -0.3823
P -0.720 -2.080 0.522 2.7225 3.3389 2.2245
I 3.732 -1.097 0.376 -0.2675 0.3360 -0.1550
H -1.578 2.854 -0.348 0.4563 -0.5352 0.8001
H 2.597 0.007 -0.051 0.3609 -0.4414 0.1912
H 0.360 -2.047 -0.375 0.0834 -0.6773 -0.1468
H -1.638 -2.250 -0.356 -2.6681 -0.6675 -2.8310
```
Forces are in eV/Å.

Output
**Strongest force on any atom**: 4.8 eV/A
**Structure (SMILES)**: Pn1ncnn1.I
**Total energy**: -24448.8252 eV
**Energy relative to the best compared isomer or geometry (same formula, charge and spin)**: 52.7 kJ/mol


Record 4
# CH4INOS

2 unconnected molecules or ions with the total composition CH4INOS at a distorted geometry (wB97M-V/def2-TZVPD, the OMol25 dataset).

The geometry in XYZ format:
```
9
Properties=species:S:1:pos:R:3:forces:R:3
C -0.464 0.625 -0.142 -1.7408 -0.1108 -1.2540
N 0.647 -1.460 1.102 -0.1613 0.1102 -1.7419
O 0.763 0.216 -0.009 2.3016 -2.2938 2.3199
S -1.216 -0.076 -1.737 -3.3770 1.3058 1.4388
I -0.291 -0.874 2.719 0.0365 -0.0112 0.9297
H -1.154 0.661 0.761 0.6496 -0.2393 -1.0219
H -0.249 1.607 -0.481 -0.3309 1.7958 0.0171
H 1.610 -1.784 1.295 -0.2156 0.9290 0.0819
H -0.149 -0.639 -2.031 2.8379 -1.4858 -0.7695
```
Forces are in eV/Å.

Output
**Strongest force on any atom**: 4.0 eV/A
**Total energy**: -23570.1772 eV
**Energy relative to the best compared isomer or geometry (same formula, charge and spin)**: 379.9 kJ/mol


Record 5
# CH4INS

2 unconnected molecules or ions with the total composition CH4INS at a distorted geometry (wB97M-V/def2-TZVPD, the OMol25 dataset).

The geometry in XYZ format:
```
8
Properties=species:S:1:pos:R:3:forces:R:3
C -0.104 0.366 -0.518 -0.1631 -2.3469 2.4757
N 0.325 -1.689 -0.299 -0.4986 3.6773 -0.9553
S -0.708 -2.106 0.963 -1.7607 -1.8154 -0.2359
I -0.474 -2.463 -2.015 -0.0385 -0.1850 -0.3458
H 0.139 0.218 -1.547 0.4280 1.0453 -0.4010
H -1.209 0.527 -0.263 1.6540 -0.6762 -0.5515
H 0.559 0.841 0.300 -0.7597 -0.8433 -1.9609
H 0.001 -1.413 1.749 1.1385 1.1442 1.9748
```
Forces are in eV/Å.

Output
**Strongest force on any atom**: 3.8 eV/A
**Total energy**: -21523.7087 eV
**Energy relative to the best compared isomer or geometry (same formula, charge and spin)**: 353.6 kJ/mol


Record 6
# CH4IPS

2 unconnected molecules or ions with the total composition CH4IPS at a distorted geometry (wB97M-V/def2-TZVPD, the OMol25 dataset).

The geometry in XYZ format:
```
8
Properties=species:S:1:pos:R:3:forces:R:3
C -0.414 1.363 0.140 1.8130 0.4979 -0.6184
P 0.605 -0.001 0.860 -0.3026 -0.4177 -0.1835
S -0.697 -2.713 -0.583 -2.5244 4.0865 -1.7296
I 2.538 0.023 -0.590 -0.1698 0.1065 0.0475
H 0.094 2.402 0.340 -0.4190 -1.9003 -1.6307
H -1.238 1.540 0.731 -2.1452 -0.3232 1.8493
H -0.866 0.977 -0.811 1.0120 1.2527 0.2222
H -0.022 -3.592 -0.088 2.7360 -3.3023 2.0432
```
Forces are in eV/Å.

Output
**Strongest force on any atom**: 5.1 eV/A
**Total energy**: -29324.0632 eV
**Energy relative to the best compared isomer or geometry (same formula, charge and spin)**: 306.2 kJ/mol


Record 7
# CH4N2

A molecular structure, CH4N2 at a distorted geometry (wB97M-V/def2-TZVPD, the OMol25 dataset).

The geometry in XYZ format:
```
7
Properties=species:S:1:pos:R:3:forces:R:3
N -1.084 0.698 -0.068 2.2495 -2.9739 -0.3565
C -0.155 -0.242 0.095 -2.8201 2.0289 -3.0930
N 1.220 -0.031 -0.258 -2.3265 -2.7359 4.1897
H 1.364 0.474 -1.116 -0.1747 1.7718 0.8510
H -1.934 0.146 -0.014 -0.7194 0.4468 0.6583
H -0.388 -1.229 0.499 0.1635 -0.0316 0.0485
H 0.978 0.183 0.863 3.6277 1.4939 -2.2980
```
Forces are in eV/Å.

Output
**Strongest force on any atom**: 5.5 eV/A
**Total energy**: -4078.9843 eV
**Energy relative to the best compared isomer or geometry (same formula, charge and spin)**: 376.1 kJ/mol


Record 8
# CH4N2

CH4N2 in the gas phase (wB97M-V/def2-TZVPD, the OMol25 dataset).

The geometry in XYZ format:
```
7
Properties=species:S:1:pos:R:3:forces:R:3
N 0.862 -0.132 -0.753 0.0537 0.2129 -0.2257
C -0.219 0.322 -0.068 -0.4681 -0.0870 -0.1650
N -0.699 -0.242 0.961 0.2270 0.0389 0.2413
H 1.140 0.368 -1.576 0.0810 -0.2136 -0.0198
H 1.283 -1.021 -0.547 -0.0279 0.0341 0.1280
H -0.686 1.191 -0.541 0.2405 0.1850 0.0933
H -1.467 0.314 1.323 -0.1061 -0.1703 -0.0521
```
Forces are in eV/Å.

Output
**Strongest force on any atom**: 0.5 eV/A
**Structure (SMILES)**: [H]/N=C/N
**Total energy**: -4081.8846 eV
**Energy relative to the best compared isomer or geometry (same formula, charge and spin)**: 96.3 kJ/mol


Record 9
# CH4N2

CH4N2 in the gas phase at a distorted geometry (wB97M-V/def2-TZVPD, the OMol25 dataset).

The geometry in XYZ format:
```
7
Properties=species:S:1:pos:R:3:forces:R:3
C -0.165 0.423 -0.701 0.7392 -1.3900 -0.6521
N 0.516 -0.863 1.160 -5.0115 5.7704 -5.8022
N -0.522 0.070 0.655 5.0689 -5.1729 2.8495
H -0.933 0.691 -1.449 -0.1055 0.2831 1.1672
H 0.333 -0.458 -1.111 0.1570 0.0693 -0.2572
H 0.618 1.149 -0.593 0.1957 0.8506 -0.3123
H 0.153 -1.011 2.038 -1.0438 -0.4103 3.0072
```
Forces are in eV/Å.

Output
**Strongest force on any atom**: 9.6 eV/A
**Structure (SMILES)**: [H]/N=N/C
**Total energy**: -4078.7426 eV
**Energy relative to the best compared isomer or geometry (same formula, charge and spin)**: 399.4 kJ/mol


Record 10
# CH4N2O

CH4N2O in the gas phase at a distorted geometry (wB97M-V/def2-TZVPD, the OMol25 dataset).

The geometry in XYZ format:
```
8
Properties=species:S:1:pos:R:3:forces:R:3
C -0.069 -0.341 0.121 1.4761 1.8176 -0.3499
N 2.400 0.594 0.101 -0.9795 1.1350 1.2194
N 1.662 -0.284 -0.262 -2.0813 -0.8419 -1.1198
O -1.053 0.706 -0.079 2.4732 -1.4702 0.2729
H -0.270 -1.233 -0.441 -0.3245 -0.4104 0.1533
H -1.017 0.767 -1.025 -0.6441 0.5989 -0.9850
H 0.135 -0.368 1.154 -0.4917 -0.8040 1.2930
H 1.854 1.321 0.654 0.5718 -0.0251 -0.4840
```
Forces are in eV/Å.

Output
**Strongest force on any atom**: 2.9 eV/A
**Structure (SMILES)**: [H]/N=N\CO
**Total energy**: -6126.3712 eV
**Energy relative to the best compared isomer or geometry (same formula, charge and spin)**: 399.1 kJ/mol